Record 1
A 10-piece molecular cluster, C55H78FNO23 overall at a distorted geometry, computed with ωB97M-V/def2-TZVPD.

```
158
Properties=species:S:1:pos:R:3:forces:R:3:lowdin_charge:R:1
C -2.8161 2.1316 -0.1705 0.06 -0.02 -0.02 0.038
C -2.1215 1.0182 0.0267 -0.19 0.24 0.02 -0.079
C -2.6322 -0.3950 -0.1394 0.41 -0.20 -0.31 -0.272
C -4.0264 -0.5638 0.5022 -0.09 0.24 -0.11 -0.057
C -5.2331 -0.0584 -0.3083 -0.22 0.46 0.07 -0.141
O -6.1733 -1.1191 -0.5310 0.28 -0.43 0.30 -0.019
C -5.8467 -1.9994 -1.5220 -0.02 0.19 -0.47 -0.523
C -5.9353 -3.4422 -1.1162 -0.05 -0.14 0.10 0.026
O -5.5354 -1.6369 -2.6235 0.07 -0.02 0.26 0.132
C -2.7085 -0.8299 -1.6134 0.06 0.13 0.50 -0.414
O -2.8077 -0.1550 -2.5848 -0.38 0.01 -0.14 0.183
O -2.6145 -2.1993 -1.6141 0.78 0.20 -0.54 0.067
C -1.4949 -2.5047 -0.7405 -1.20 -0.72 0.33 -0.418
N -1.7516 -3.8608 -0.2646 0.20 0.25 0.04 0.138
C -0.1614 -2.4943 -1.4713 0.39 0.01 0.00 -0.110
O 0.1802 -1.3153 -2.1739 -0.33 0.03 0.12 -0.015
C -0.0009 -1.2878 -3.5342 0.13 0.02 -0.31 -0.267
C -0.8979 -2.0881 -4.2299 0.07 -0.11 0.17 -0.023
C -1.0101 -1.9500 -5.6036 0.07 0.18 -0.33 -0.072
C -0.2356 -1.0341 -6.3018 0.01 0.02 0.08 -0.085
C 0.6814 -0.2571 -5.6035 -0.11 -0.03 -0.05 -0.079
C 0.7951 -0.3827 -4.2320 0.04 0.07 0.22 -0.019
C -1.5772 -1.4249 0.3633 0.62 0.45 0.14 -0.147
C -1.6281 -1.8924 1.8218 -0.46 -0.15 0.05 -0.090
C -2.7558 -2.8360 2.2501 0.05 -0.11 -0.37 -0.187
F -3.5915 -2.2004 3.1830 0.05 -0.04 0.06 -0.075
H -3.8046 2.1524 -0.6119 -0.11 -0.08 0.23 0.069
H -2.3844 3.0933 0.0795 0.10 0.00 -0.18 0.069
H -1.0892 1.1326 0.3438 -0.01 -0.12 0.14 0.118
H -3.9975 -0.0288 1.4504 0.00 -0.14 0.10 0.128
H -4.2301 -1.6034 0.7287 0.04 -0.07 -0.04 0.102
H -4.9655 0.4184 -1.2504 0.04 -0.19 -0.13 0.113
H -5.7845 0.6718 0.2805 -0.05 0.00 -0.05 0.127
H -5.0977 -3.9721 -1.5652 0.00 0.05 -0.08 0.087
H -5.9023 -3.5732 -0.0375 -0.09 0.08 0.02 0.081
H -6.8552 -3.8798 -1.5048 -0.03 0.02 0.01 0.091
H -0.9106 -4.1956 0.2043 -0.04 0.01 0.07 0.076
H -1.8749 -4.4475 -1.0839 -0.04 -0.06 0.01 0.097
H -0.0723 -3.3809 -2.1037 -0.09 0.08 -0.16 0.143
H 0.5752 -2.5885 -0.6752 0.07 -0.06 -0.10 0.106
H -1.5233 -2.8051 -3.7214 -0.07 0.07 0.08 0.108
H -1.7284 -2.5552 -6.1414 -0.02 -0.06 0.04 0.104
H -0.3290 -0.9191 -7.3730 0.01 -0.09 -0.02 0.085
H 1.3198 0.4394 -6.1309 0.01 -0.01 -0.05 0.099
H 1.5142 0.2128 -3.6839 -0.02 -0.01 0.08 0.118
H -0.6213 -0.8962 0.3024 -0.03 0.05 -0.03 0.140
H -1.7248 -0.9971 2.4425 0.09 -0.01 0.06 0.129
H -0.6755 -2.3548 2.0777 0.08 0.05 -0.10 0.102
H -3.3662 -3.1486 1.4097 -0.09 0.02 0.05 0.084
H -2.3754 -3.7521 2.7017 0.03 0.12 0.23 0.118
O 1.1467 -3.8879 1.1387 0.01 -0.03 0.15 0.079
C 2.3338 -3.7194 0.9915 -0.05 -0.19 -0.04 -0.473
O 2.8091 -2.7894 0.1574 0.08 0.08 -0.05 0.031
C 4.2577 -2.8674 0.0862 0.19 0.00 0.01 -0.114
C 4.6727 -3.5628 1.3746 -0.13 0.08 0.02 -0.143
C 3.4744 -4.4748 1.6368 0.17 0.30 0.04 -0.067
H 4.5168 -3.4465 -0.8025 -0.06 -0.05 0.02 0.131
H 4.6543 -1.8627 -0.0180 -0.14 0.11 0.04 0.109
H 5.6193 -4.0878 1.2967 -0.11 0.02 -0.09 0.084
H 4.7563 -2.8267 2.1769 -0.01 0.02 -0.03 0.126
H 3.5735 -5.4391 1.1336 -0.03 -0.03 0.03 0.137
H 3.2725 -4.6391 2.6911 -0.07 -0.14 -0.02 0.120
O 1.3325 5.0988 -1.6494 -0.06 0.10 0.02 0.111
C 0.4335 4.5377 -2.2086 0.16 -0.05 -0.07 -0.489
O 0.2365 3.2097 -2.0799 -0.02 -0.07 0.04 0.019
C -0.8482 2.7713 -2.9234 -0.14 -0.18 -0.17 -0.149
C -1.6815 4.0204 -3.1708 0.13 0.14 0.01 -0.142
C -0.6131 5.1174 -3.1442 -0.30 -0.19 0.20 -0.070
H -0.4308 2.3621 -3.8459 0.06 0.04 0.00 0.123
H -1.3868 1.9809 -2.4100 0.06 0.00 0.00 0.089
H -2.2541 3.9697 -4.0941 0.04 -0.02 -0.03 0.117
H -2.3811 4.1693 -2.3463 -0.01 -0.02 0.00 0.105
H -0.1510 5.2731 -4.1203 0.02 0.03 0.00 0.129
H -0.9749 6.0671 -2.7602 0.13 0.09 -0.06 0.122
O 2.4982 0.3521 -8.8420 -0.04 0.04 0.10 0.123
C 1.7129 0.3751 -9.7416 0.16 -0.02 -0.12 -0.478
O 0.6628 -0.4869 -9.7997 -0.08 -0.01 0.01 0.005
C -0.0669 -0.3047 -11.0245 0.00 0.05 -0.08 -0.153
C 0.2738 1.1080 -11.4818 0.04 0.01 -0.05 -0.158
C 1.6974 1.2786 -10.9605 -0.39 -0.01 0.11 -0.068
H 0.2629 -1.0642 -11.7371 0.02 0.01 -0.01 0.125
H -1.1253 -0.4500 -10.8212 0.02 -0.05 0.09 0.123
H 0.1740 1.2453 -12.5564 0.02 -0.03 -0.01 0.118
H -0.3833 1.8250 -10.9895 -0.01 0.00 -0.01 0.105
H 2.4442 0.9160 -11.6680 0.06 0.04 0.02 0.136
H 1.9267 2.3024 -10.6833 0.20 -0.02 -0.04 0.109
O 5.0155 0.4911 0.9270 0.03 -0.06 -0.02 0.100
C 4.4837 1.5533 1.1007 -0.14 -0.14 -0.02 -0.487
O 4.8523 2.3790 2.0998 0.04 0.07 0.05 0.027
C 3.9758 3.5277 2.1464 -0.15 0.16 -0.11 -0.147
C 3.3817 3.6332 0.7484 0.02 -0.11 -0.04 -0.145
C 3.3355 2.1671 0.3217 0.19 0.30 0.03 -0.068
H 3.2215 3.3480 2.9084 -0.02 -0.01 0.01 0.104
H 4.5578 4.4003 2.4317 0.10 -0.08 0.06 0.127
H 2.4172 4.1322 0.7255 -0.01 0.00 0.02 0.108
H 4.0577 4.1864 0.0958 -0.02 0.01 -0.02 0.121
H 2.4119 1.6763 0.6349 -0.01 -0.05 -0.05 0.129
H 3.4759 2.0184 -0.7450 -0.08 -0.14 0.00 0.126
O -6.7601 -1.1061 8.7575 -0.03 -0.03 0.03 0.099
C -6.2079 -0.9988 7.6982 0.10 0.14 0.07 -0.498
O -5.5880 -2.0445 7.1074 0.02 -0.02 -0.02 0.023
C -4.9098 -1.6123 5.9093 0.04 0.05 -0.13 -0.156
C -5.6098 -0.3236 5.4974 -0.07 0.04 0.09 -0.144
C -6.0361 0.2425 6.8520 -0.16 -0.12 -0.41 -0.073
H -3.8591 -1.4463 6.1536 0.00 0.02 0.01 0.126
H -4.9781 -2.3967 5.1632 -0.03 -0.09 0.09 0.107
H -4.9679 0.3348 4.9164 0.05 -0.01 0.05 0.115
H -6.4909 -0.5533 4.8959 0.02 -0.03 -0.03 0.117
H -5.2525 0.8443 7.3082 -0.01 0.03 0.06 0.101
H -6.9628 0.8089 6.8103 0.01 0.04 0.15 0.126
O 2.5902 5.3231 4.9489 0.04 0.03 -0.07 0.127
C 3.0339 4.5065 5.6988 -0.14 0.06 0.10 -0.486
O 3.2765 3.2302 5.3115 0.02 -0.08 0.05 0.002
C 3.7130 2.4378 6.4278 0.06 -0.04 0.09 -0.148
C 4.2597 3.4412 7.4377 -0.04 0.10 -0.01 -0.151
C 3.3867 4.6663 7.1659 0.29 -0.22 -0.04 -0.072
H 2.8526 1.8867 6.8137 -0.01 0.02 0.02 0.127
H 4.4584 1.7294 6.0754 -0.03 0.02 -0.10 0.126
H 4.2193 3.0783 8.4624 -0.06 -0.02 -0.01 0.114
H 5.2990 3.6717 7.2013 0.01 -0.02 0.00 0.118
H 2.4600 4.6519 7.7414 -0.02 0.05 0.00 0.132
H 3.8983 5.6101 7.3294 -0.13 0.08 0.01 0.125
O -3.4621 0.9741 8.6471 0.10 0.09 0.02 0.115
C -3.1815 0.4668 9.6951 -0.06 -0.23 -0.12 -0.470
O -2.3440 1.0551 10.5781 0.04 0.05 0.05 0.027
C -2.1105 0.1841 11.6992 -0.02 -0.08 0.09 -0.155
C -3.3010 -0.7680 11.7207 -0.03 -0.01 -0.09 -0.146
C -3.6448 -0.8719 10.2355 -0.04 0.16 0.33 -0.065
H -1.1650 -0.3377 11.5348 0.00 -0.02 -0.01 0.124
H -2.0247 0.7937 12.5951 0.01 0.08 -0.05 0.123
H -3.0768 -1.7195 12.1975 0.05 0.00 -0.03 0.115
H -4.1318 -0.3086 12.2572 0.00 0.00 0.02 0.120
H -3.0771 -1.6565 9.7318 -0.03 -0.02 -0.04 0.137
H -4.7049 -1.0142 10.0415 0.04 -0.06 -0.13 0.107
O 7.0731 -5.6090 1.7585 -0.01 -0.15 0.02 0.118
C 6.9473 -5.9074 2.9097 0.30 0.03 0.01 -0.474
O 5.8770 -5.5266 3.6470 -0.09 -0.01 0.01 0.011
C 6.0409 -5.9340 5.0176 0.02 -0.04 0.10 -0.146
C 7.0374 -7.0866 4.9743 0.07 0.00 -0.08 -0.149
C 7.9049 -6.7019 3.7766 -0.27 -0.17 0.17 -0.069
H 6.4175 -5.0801 5.5843 0.02 0.00 0.00 0.128
H 5.0674 -6.2161 5.4106 -0.04 0.04 -0.07 0.125
H 7.5859 -7.2092 5.9054 0.01 0.06 0.01 0.115
H 6.5137 -8.0200 4.7651 -0.01 0.00 0.02 0.118
H 8.7314 -6.0471 4.0565 0.04 0.00 -0.04 0.133
H 8.2912 -7.5546 3.2263 0.11 0.08 -0.07 0.126
O 2.5462 4.7338 -12.0874 0.04 -0.05 0.06 0.131
C 1.4646 5.1630 -11.8227 0.05 0.06 -0.19 -0.483
O 0.4216 4.3461 -11.5228 -0.10 0.02 0.05 -0.003
C -0.7825 5.1135 -11.3478 -0.05 0.08 0.05 -0.152
C -0.3109 6.5243 -11.0121 0.10 0.03 -0.04 -0.149
C 1.0036 6.6075 -11.7872 -0.21 -0.07 0.29 -0.071
H -1.3517 5.0756 -12.2789 0.01 0.02 -0.01 0.127
H -1.3702 4.6579 -10.5545 0.04 -0.09 -0.01 0.124
H -1.0379 7.2891 -11.2758 -0.01 -0.03 -0.05 0.115
H -0.1119 6.6015 -9.9427 -0.02 -0.01 0.01 0.119
H 0.8578 6.9427 -12.8152 0.05 0.02 -0.02 0.132
H 1.7534 7.2297 -11.3078 0.09 0.02 -0.13 0.126
```
Positions in Å, forces in eV/Å.

As for the HOMO-LUMO gap: 8.308 eV. Its multiplicity is 1. The value obtained for the HOMO energy is -8.0 eV.


Record 2
C15H27N3O3STa as an isolated structure at a distorted geometry, computed with ωB97M-V/def2-TZVPD.

```
50
Properties=species:S:1:pos:R:3:forces:R:3:lowdin_charge:R:1
C 6.7205 -2.2158 -0.2782 0.01 -0.24 -0.27 -0.118
C 6.7033 -0.9069 -1.2102 -0.56 0.48 0.72 -0.146
C 5.2217 -0.3896 -1.5708 -0.22 -0.70 -3.01 -0.418
O 4.8624 -0.5382 -2.7628 0.91 0.97 4.14 0.014
O 4.4351 0.2304 -0.5627 2.11 -0.63 -2.05 -0.149
C 4.0842 1.5968 -0.9271 -0.81 2.29 0.05 -0.310
C 2.5170 1.9528 -0.7546 1.54 0.38 0.38 -0.420
Ta 1.0526 0.2017 -1.1869 -0.25 1.09 0.43 1.251
C -0.8221 1.4636 -0.5393 -0.65 -0.32 0.33 -0.448
C -2.1041 0.4882 -0.6667 -0.30 1.02 0.12 -0.368
C -3.4992 1.2755 -0.8966 0.56 0.38 -0.76 -0.256
C -4.0685 0.8374 -2.3284 1.10 1.22 0.47 -0.490
S -5.0215 -0.7549 -2.3512 0.39 -0.72 0.62 0.872
C -4.2871 -1.9968 -1.2199 2.16 -0.98 0.69 -0.551
N -3.0122 -2.6283 -1.1626 -5.83 1.34 1.46 0.047
N -3.1357 -3.4633 -0.0780 -3.43 -0.42 2.20 -0.019
C -4.4255 -3.4046 0.5217 3.65 1.70 -3.80 -0.103
O -5.1663 -2.4535 -0.2214 2.25 -0.79 0.02 -0.085
H 7.2702 -1.9918 0.6948 -0.82 -0.52 -1.26 0.067
H 5.6717 -2.6376 -0.0584 1.58 0.92 -0.24 0.090
H 7.2636 -3.0460 -0.8616 -0.68 1.23 1.09 0.071
H 7.2739 -1.1576 -2.1635 -1.20 0.58 1.09 0.107
H 7.2284 -0.0026 -0.7233 -0.72 -1.52 -0.51 0.116
H 4.4129 1.8671 -1.9962 -0.47 -0.79 1.57 0.120
H 4.6674 2.2780 -0.1968 -0.59 -1.13 -1.13 0.109
H 2.4000 2.3295 0.3283 -0.04 -0.52 -1.50 0.030
H 2.3238 2.8623 -1.4403 0.16 -1.36 0.93 0.038
H 0.6956 0.7942 -2.9295 -0.13 -0.17 -0.06 -0.182
H 2.4261 -0.8159 -1.9148 -0.55 0.17 -0.20 -0.162
H 1.3625 -0.3983 0.5366 -0.06 -0.25 0.18 -0.181
H -0.0398 -1.3098 -1.4116 0.50 0.15 0.19 -0.175
H -0.7430 1.7364 0.5746 0.06 -0.10 -1.49 0.028
H -0.9291 2.4268 -1.1573 -0.07 -1.32 0.86 0.024
H -2.2158 -0.1040 0.3076 0.48 0.50 -1.64 0.076
H -1.9380 -0.1813 -1.5722 -0.41 0.55 1.48 0.020
H -4.2490 1.1569 -0.0454 0.81 -0.10 -1.22 0.092
H -3.2828 2.4076 -0.9710 -0.28 -1.69 0.11 0.103
H -4.7646 1.6597 -2.7305 0.54 -1.61 0.52 0.080
H -3.1837 0.7787 -3.0614 -1.35 -0.05 1.15 0.093
H -4.8416 -3.9464 1.4263 0.61 0.95 -1.62 0.130
N -2.1785 -0.4191 3.8370 -0.13 0.08 0.07 0.014
C -1.9232 0.6579 4.6427 0.04 0.00 0.03 -0.146
C -2.7261 1.6938 4.2320 0.14 -0.03 0.21 -0.119
C -3.4982 1.2221 3.1414 -0.12 -0.17 -0.13 -0.115
C -3.1405 -0.0856 2.9229 -0.05 -0.05 -0.02 -0.146
H -1.7290 -1.3171 3.9062 -0.02 0.17 -0.11 0.148
H -1.1933 0.5949 5.4352 -0.04 0.05 -0.10 0.101
H -2.7550 2.6812 4.6685 0.03 -0.09 -0.04 0.085
H -4.2341 1.7775 2.5790 0.09 -0.06 0.02 0.086
H -3.4856 -0.8056 2.1962 0.05 0.09 0.02 0.096
```
Positions in Å, forces in eV/Å.

As for the HOMO-LUMO gap: 6.973 eV. Its multiplicity is 1. The value obtained for the HOMO energy is -4.5 eV. As for the net charge: -1.


Record 3
C25H50O11 as an isolated structure at a distorted geometry, computed with ωB97M-V/def2-TZVPD.

```
86
Properties=species:S:1:pos:R:3:forces:R:3:lowdin_charge:R:1
O 1.4571 0.0450 -0.3246 -1.60 0.16 -0.44 0.101
C 0.3799 -0.0908 0.2204 1.21 -0.19 -3.91 -0.486
O -0.8846 -0.0639 -0.4775 1.71 0.75 2.87 -0.032
C -0.8408 0.3995 -1.8155 -1.67 -8.06 -1.81 -0.250
C -2.1420 0.8373 -2.2760 -0.34 -6.26 -6.49 -0.036
C 0.2960 -0.2886 1.6240 -1.35 -0.08 3.27 -0.006
H -0.6343 -0.5982 -2.3608 0.37 1.51 0.15 0.156
H -0.1081 0.9890 -1.9670 5.28 4.31 -0.86 0.050
H -2.2302 1.5986 -1.8001 -2.39 9.56 5.71 -0.048
H -2.7317 0.0625 -1.8864 -1.85 -0.72 0.06 0.077
H -2.4491 1.1053 -3.3932 1.39 -1.15 2.23 0.141
H 1.1028 0.0351 2.2603 1.06 0.66 -0.87 0.060
H 0.2749 -1.3308 2.0370 -1.28 0.68 -0.81 0.115
H -0.4774 0.4513 1.8571 -0.83 -1.04 1.00 0.107
O -2.9462 -3.6145 2.6243 0.82 4.86 0.98 0.027
C -2.5721 -2.4911 3.1118 -0.16 -4.76 -0.22 -0.460
O -2.8945 -1.2496 2.7158 -0.45 -1.52 -0.29 -0.001
C -3.8273 -1.1937 1.6260 0.62 4.13 -2.10 -0.190
C -4.1838 0.3228 1.3079 0.02 0.08 -1.05 -0.074
C -1.6462 -2.5310 4.3259 -0.05 2.99 0.33 0.008
H -4.7339 -1.7189 1.7241 -0.68 -1.09 0.66 0.107
H -3.3882 -1.3207 0.6300 0.55 -1.52 0.57 0.111
H -4.7131 0.8652 2.0568 0.23 0.39 1.36 0.039
H -5.0495 0.3079 0.5708 1.48 -0.24 0.07 0.093
H -3.2823 0.9584 0.9060 -1.77 -1.42 0.72 0.099
H -0.9992 -1.6064 4.3243 -1.17 -0.34 0.42 0.087
H -0.8826 -3.2355 4.3648 0.81 -2.07 -0.85 0.051
H -2.1603 -2.6779 5.2969 -0.13 0.55 -0.70 0.100
O 0.2995 5.3839 -1.5764 -2.20 -1.06 1.58 0.076
C -0.3677 4.5975 -0.8901 2.32 0.42 -2.65 -0.468
O -1.6975 4.3578 -1.0433 1.87 0.23 1.12 -0.013
C -2.4081 5.1502 -1.9216 -1.35 2.79 -1.78 -0.299
C -3.7789 4.5806 -1.9948 -1.41 -2.83 1.35 -0.101
C 0.3173 3.5336 -0.0671 2.58 5.34 0.68 0.037
H -2.0067 5.2344 -2.9745 0.22 -0.51 1.20 0.144
H -2.5714 6.2741 -1.6552 0.97 -1.87 0.36 0.157
H -4.2520 4.2509 -0.9683 1.14 0.93 -1.77 0.123
H -3.8913 3.6704 -2.6426 0.45 0.69 0.53 0.083
H -4.3923 5.3114 -2.4213 -1.26 1.09 -0.60 0.045
H 1.1594 3.1581 -0.6253 -0.17 -0.86 0.34 0.083
H -0.3818 3.1493 0.4917 -3.95 -4.54 1.71 0.007
H 0.6440 4.0385 0.9411 0.78 0.08 -2.07 0.141
O 5.4016 -1.0215 2.9923 2.98 0.88 1.87 0.127
C 4.2816 -0.9678 2.6706 -1.50 -3.11 -3.68 -0.617
O 3.3005 -0.2073 3.1211 0.83 2.13 1.97 -0.049
C 3.6339 0.6531 4.2869 4.11 -0.24 0.35 -0.240
C 2.3971 1.0541 4.8490 -2.85 1.65 3.55 -0.152
C 3.7249 -1.8862 1.5278 -3.14 -0.21 1.99 0.039
H 4.2483 1.7194 4.1525 -1.21 -3.05 -0.90 0.181
H 4.3223 0.0919 5.0943 -1.57 0.81 -2.17 0.170
H 1.7476 0.3931 5.4741 0.60 -0.37 -1.15 0.101
H 1.7643 1.6965 4.2516 -0.12 -0.12 -0.57 0.080
H 2.7184 1.7287 5.6528 -0.14 0.31 0.06 0.086
H 2.5808 -1.4460 1.6524 2.70 -1.91 -1.79 0.099
H 3.7539 -3.0404 1.7274 -0.15 2.25 0.36 0.116
H 4.2515 -1.8491 0.5713 -0.40 0.89 0.06 0.076
C 6.1453 1.2570 0.3911 3.69 -0.11 4.62 -0.064
C 5.1076 1.1060 -0.5215 -3.72 -0.48 -6.42 -0.533
O 5.0716 0.4228 -1.6086 0.85 1.99 4.29 0.017
C 3.9020 1.9521 -0.1960 -1.47 3.34 -4.09 -0.068
H 6.7857 0.3288 0.3383 -0.44 1.01 0.54 0.111
H 5.6735 1.4473 1.5170 1.43 -0.72 -2.85 0.144
H 6.8474 2.1534 0.2232 -1.29 -1.20 -0.08 0.127
H 3.1343 1.9576 -1.1320 1.79 -0.46 2.34 0.119
H 4.0560 3.1353 -0.0481 0.36 -2.71 -0.01 0.133
H 3.4419 1.5697 0.6513 -1.14 -0.64 1.65 0.020
C -0.7665 -5.9094 0.3247 1.53 1.40 -0.53 -0.015
C 0.4829 -4.9154 0.0390 5.97 -5.87 0.38 -0.294
O 1.7874 -5.3980 -0.0213 -8.13 3.23 0.34 -0.084
C 0.1253 -3.5175 -0.0688 8.99 -0.85 -6.65 -0.033
H -1.2497 -5.3611 1.1744 0.03 -0.99 -0.49 0.067
H -0.4765 -6.9925 0.5335 -0.34 1.75 -0.29 0.095
H -1.4463 -5.7971 -0.5682 0.57 -0.35 0.92 0.086
H -0.4488 -3.1706 0.5240 -7.83 3.40 8.49 -0.051
H -0.4006 -3.2625 -0.9622 0.05 -0.17 -1.33 0.108
H 1.0123 -2.7842 0.0696 -0.90 -1.53 -0.83 0.127
C -2.0516 -0.0780 -6.1857 -2.17 7.81 -0.04 -0.079
C -2.6395 -1.1717 -5.4997 -4.93 -1.88 4.10 -0.417
O -3.6193 -1.0462 -4.5856 5.46 -0.95 -5.13 -0.039
C -1.8715 -2.4536 -5.8051 -5.69 -0.31 0.62 -0.008
H -2.8663 1.0135 -5.9909 2.34 -3.23 -0.10 0.180
H -1.9789 0.1563 -7.2780 0.46 -1.57 0.88 0.091
H -1.1653 0.2242 -5.5797 -0.21 -0.20 -0.85 0.097
H -0.9272 -2.3224 -5.6094 5.29 0.69 1.52 0.028
H -1.8915 -2.8370 -6.7742 -0.36 0.35 -2.30 0.076
H -2.3065 -3.2821 -5.3104 -0.17 -0.71 1.31 0.080
```
Positions in Å, forces in eV/Å.

As for the HOMO-LUMO gap: 9.748 eV. Its multiplicity is 1. The value obtained for the HOMO energy is -9.5 eV. The value obtained for the energy above the lowest of the compared OMol25 structures with the same formula, charge and spin is 281.2 kcal/mol.